1.
The following is a quantum chemistry calculation of the molecule C20H16N2O2, from OMol25.

## Properties
**LUMO energy**: -0.1 eV
**HOMO-LUMO gap**: 8.13 eV
**Multiplicity**: 1

Geometry (Å):
O (3.229, 3.061, -1.280)
O (-2.050, -2.279, 0.912)
N (-1.363, 1.479, 0.079)
N (-0.891, -1.192, -0.736)
C (0.735, -2.736, 0.245)
C (-1.948, -1.366, 0.120)
C (1.395, 2.112, -0.145)
C (0.402, -1.711, -0.634)
C (2.703, -1.565, -1.322)
C (-4.999, 1.600, -0.292)
C (-2.670, 1.056, -0.003)
C (0.879, 1.290, 0.853)
C (-4.328, -0.695, -0.153)
C (1.395, -1.134, -1.423)
C (-5.326, 0.251, -0.287)
C (2.049, -3.157, 0.340)
C (-2.999, -0.314, -0.027)
C (3.626, 1.563, 0.561)
C (-3.686, 2.000, -0.157)
C (1.747, 0.612, 1.711)
C (3.112, 0.748, 1.555)
C (3.037, -2.576, -0.436)
C (-0.547, 1.048, 0.949)
C (2.767, 2.253, -0.290)
H (4.061, -2.909, -0.354)
H (3.464, -1.106, -1.936)
H (4.194, 3.073, -1.274)
H (-3.422, 3.047, -0.141)
H (-0.870, 0.421, 1.791)
H (4.696, 1.664, 0.442)
H (-6.355, -0.058, -0.389)
H (0.727, 2.638, -0.808)
H (1.138, -0.336, -2.105)
H (3.786, 0.214, 2.208)
H (-4.562, -1.749, -0.149)
H (-5.775, 2.343, -0.399)
H (1.348, -0.034, 2.478)
H (-0.971, -0.420, -1.386)
H (-0.032, -3.186, 0.853)
H (2.301, -3.948, 1.030)

Here are the Mulliken charges for atoms 1 to 2, given in e: atom 1 (O): -0.548, atom 2 (O): -0.638

2.
The following is a quantum chemistry calculation of a structure of composition C20H17ClFN2O4SW, from OMol25.

## Properties
**Expectation value of S²**: 0.757
**LUMO energy (alpha / beta)**: -7.6 / -7.6 eV
**Total charge**: +2
**HOMO-LUMO gap (alpha / beta)**: 6.94 / 7.31 eV
**Multiplicity**: 2

Geometry (Å):
W (-2.433, -0.756, 0.000)
Cl (-0.970, -1.319, 2.598)
S (-2.547, -3.235, -0.054)
F (3.805, -3.062, -0.686)
O (-1.748, 3.212, -0.386)
O (-0.634, -0.771, -0.343)
O (-4.245, -1.095, 0.148)
O (-2.357, 1.050, -0.364)
N (2.253, 2.184, -0.382)
N (-4.949, -2.218, 0.365)
C (3.484, 3.690, -1.871)
C (-2.376, -0.330, 2.135)
C (-6.256, -2.180, 0.707)
C (2.080, -1.506, -0.523)
C (4.393, -0.800, -0.515)
C (0.970, 2.489, -0.371)
C (-6.281, -4.578, 0.704)
C (-4.250, -3.385, 0.232)
C (5.080, 1.599, -0.331)
C (4.037, 0.531, -0.427)
C (1.687, -0.165, -0.448)
C (2.667, 0.873, -0.424)
C (-1.467, 2.047, -0.376)
C (4.503, 2.856, 0.310)
C (3.234, 3.281, -0.419)
C (0.299, 0.173, -0.399)
C (3.422, -1.802, -0.580)
C (-0.052, 1.539, -0.375)
C (-4.938, -4.591, 0.384)
C (-6.938, -3.352, 0.889)
H (-7.975, -3.320, 1.177)
H (-6.829, -5.500, 0.828)
H (5.929, 1.236, 0.248)
H (3.819, 2.855, -2.478)
H (0.689, 3.534, -0.344)
H (-6.689, -1.197, 0.836)
H (4.244, 4.464, -1.898)
H (-2.144, 0.717, 2.400)
H (-3.227, -0.680, 2.745)
H (5.225, 3.672, 0.274)
H (5.451, 1.828, -1.333)
H (1.338, -2.289, -0.543)
H (2.580, 4.095, -2.315)
H (2.787, 4.130, 0.106)
H (5.434, -1.084, -0.528)
H (-4.386, -5.510, 0.265)
H (4.280, 2.669, 1.363)

Here are the Mulliken charges for atoms 1 to 2, given in e: atom 1 (W): 1.305, atom 2 (Cl): -0.082

3.
The following is a quantum chemistry calculation of the ion C20H17F2INO3S with charge -1, from OMol25.

## Properties
**LUMO energy**: 2.1 eV
**Total charge**: -1
**HOMO-LUMO gap**: 6.84 eV
**Multiplicity**: 1

Geometry (Å):
I (4.062, -3.302, 3.211)
S (-0.918, -2.410, 0.863)
F (-3.584, -2.543, -0.136)
F (3.084, 2.213, 1.909)
O (-0.129, 2.298, -1.915)
O (-6.039, -0.935, -0.438)
O (-1.799, 3.475, -0.936)
N (0.143, 0.495, 0.116)
C (-3.788, -0.384, -1.071)
C (-3.047, -1.320, -0.384)
C (2.280, 0.114, 1.135)
C (5.677, -0.623, 1.588)
C (-1.897, 1.116, -0.921)
C (-7.051, -1.880, -0.682)
C (-1.174, 0.143, -0.228)
C (-1.205, 2.442, -1.273)
C (2.643, 1.534, 0.754)
C (3.281, 2.644, -1.441)
C (-1.755, -1.092, 0.036)
C (1.001, -0.364, 0.810)
C (2.822, -1.978, 2.164)
C (3.692, 1.652, -0.358)
C (-5.174, -0.705, -1.537)
C (3.210, -0.694, 1.799)
C (1.552, -2.449, 1.876)
C (0.650, -1.660, 1.192)
C (4.557, -0.159, 2.124)
C (-3.188, 0.842, -1.328)
H (3.828, 0.669, -0.817)
H (-5.541, 0.118, -2.161)
H (-7.326, -1.927, -1.741)
H (2.354, 2.346, -1.932)
H (-6.730, -2.879, -0.369)
H (-5.141, -1.600, -2.172)
H (4.055, 2.682, -2.213)
H (6.633, -0.165, 1.804)
H (5.645, -1.474, 0.918)
H (3.171, 3.656, -1.051)
H (-7.940, -1.594, -0.120)
H (-3.732, 1.615, -1.856)
H (1.750, 2.049, 0.407)
H (0.564, 0.919, -0.712)
H (4.657, 1.914, 0.078)
H (1.266, -3.451, 2.167)
H (4.581, 0.652, 2.842)

Here are the Mulliken charges for atoms 1 to 2, given in e: atom 1 (I): 0.025, atom 2 (S): -0.505

4.
The following is a quantum chemistry calculation of a structure of composition C20H17F9InN6O4S, from OMol25.

## Properties
**LUMO energy**: 2.3 eV
**Total charge**: -1
**HOMO-LUMO gap**: 7.04 eV
**Multiplicity**: 1

Geometry (Å):
In (1.068, 0.283, 1.104)
S (0.712, 2.529, 2.616)
F (4.188, -3.367, -0.564)
F (0.270, -3.445, -1.562)
F (2.166, -4.463, -1.760)
F (0.464, -4.744, 0.729)
F (2.011, -2.339, -2.200)
F (1.560, -3.770, 2.316)
F (2.592, -5.096, 0.939)
F (3.877, -2.707, 1.470)
F (3.667, -1.312, -0.175)
O (1.660, 1.460, -1.731)
O (3.439, -0.463, 4.550)
O (2.809, -0.011, 2.438)
O (1.039, -1.930, 0.476)
N (-0.604, 2.926, 0.263)
N (0.291, -0.773, 3.040)
N (-1.786, -0.944, 0.684)
N (1.256, -0.579, 4.035)
N (0.492, 4.693, 1.131)
N (-0.853, 1.612, 0.296)
C (-4.396, 2.929, -2.482)
C (1.892, -2.897, 0.116)
C (-2.042, -0.302, -0.462)
C (-3.767, 2.097, -1.567)
C (2.093, 1.397, -0.606)
C (-2.260, 3.513, -3.409)
C (2.612, -0.338, 3.655)
C (-2.715, -2.943, -0.249)
C (1.641, -4.148, 1.028)
C (-1.704, 1.130, -0.543)
C (-2.379, 1.983, -1.554)
C (3.425, -2.566, 0.221)
C (1.593, -3.303, -1.368)
C (-1.628, 2.693, -2.488)
C (-3.642, 3.644, -3.401)
C (-2.969, -2.285, -1.441)
C (-2.114, -2.227, 0.771)
C (0.143, 3.380, 1.249)
C (-2.639, -0.948, -1.548)
C (3.332, 2.104, -0.134)
H (-1.883, -2.721, 1.708)
H (-4.132, 4.307, -4.104)
H (-1.673, 4.057, -4.139)
H (3.881, 1.449, 0.542)
H (-2.816, -0.398, -2.461)
H (0.841, 5.144, 1.956)
H (-2.944, -3.992, -0.124)
H (-5.475, 3.016, -2.477)
H (3.003, 2.963, 0.458)
H (-0.599, -0.371, 3.304)
H (-4.351, 1.534, -0.848)
H (3.946, 2.441, -0.974)
H (-0.010, 5.239, 0.449)
H (-3.409, -2.809, -2.280)
H (-0.551, 2.584, -2.485)
H (1.191, -1.171, 4.847)
H (0.186, -1.741, 2.746)

Here are the Mulliken charges for atoms 1 to 2, given in e: atom 1 (In): 1.901, atom 2 (S): -0.456

5.
The following is a quantum chemistry calculation of a structure of composition C20H17N4PdSSe, from OMol25.

## Properties
**LUMO energy**: 2.7 eV
**Total charge**: -1
**HOMO-LUMO gap**: 5.71 eV
**Multiplicity**: 1

Geometry (Å):
Pd (-1.617, -0.554, -0.299)
Se (-2.218, 1.457, 1.232)
S (1.732, -2.236, -2.482)
N (-1.259, -2.645, 0.799)
N (-3.181, -0.296, -2.180)
N (0.557, -1.906, -1.310)
N (2.127, -2.023, 0.453)
C (-0.364, 3.758, -1.715)
C (-0.243, -1.743, 0.940)
C (-0.877, 5.038, -1.527)
C (-2.115, -2.734, 1.829)
C (-1.956, -2.102, 3.043)
C (3.249, -1.819, -1.677)
C (3.292, -1.781, -0.282)
C (-1.689, 2.922, 0.137)
C (-4.831, -0.681, -0.204)
C (-3.785, -0.481, -1.206)
C (0.035, -1.108, 2.186)
C (-0.761, 2.718, -0.892)
C (4.397, -1.559, -2.405)
C (-2.190, 4.212, 0.323)
C (5.604, -1.308, -1.760)
C (5.648, -1.282, -0.377)
C (0.853, -1.892, -0.073)
C (4.490, -1.504, 0.360)
C (-0.832, -1.281, 3.227)
C (-1.787, 5.256, -0.502)
H (4.513, -1.468, 1.443)
H (0.349, 3.570, -2.510)
H (6.578, -1.080, 0.138)
H (6.498, -1.126, -2.341)
H (0.854, -0.402, 2.259)
H (-4.820, -1.715, 0.137)
H (-2.674, -2.259, 3.836)
H (-4.627, -0.023, 0.641)
H (-0.680, -0.754, 4.159)
H (-2.194, 6.248, -0.343)
H (4.348, -1.567, -3.487)
H (-0.573, 5.853, -2.173)
H (-5.802, -0.445, -0.643)
H (-2.959, -3.399, 1.669)
H (-0.378, 1.707, -0.994)
H (-2.906, 4.393, 1.114)
H (2.191, -1.960, 1.455)

Here are the Mulliken charges for atoms 1 to 2, given in e: atom 1 (Pd): -0.236, atom 2 (Se): -0.476

6.
The following is a quantum chemistry calculation of a structure of composition C20H17NNiOSTe, from OMol25.

## Properties
**Expectation value of S²**: 2.119
**LUMO energy (alpha / beta)**: 4.8 / 4.8 eV
**Total charge**: -2
**HOMO-LUMO gap (alpha / beta)**: 4.05 / 5.47 eV
**Multiplicity**: 3

Geometry (Å):
Te (-2.324, -0.989, -0.175)
Ni (-0.104, -0.083, -0.851)
S (1.763, -0.577, 0.709)
O (0.315, 0.155, -2.786)
N (2.170, -1.015, -1.884)
C (2.603, -1.775, -2.963)
C (3.794, -2.045, -0.473)
C (-5.233, -1.614, 4.103)
C (1.443, 2.602, -1.393)
C (4.153, 2.727, -1.944)
C (2.110, 1.440, -1.790)
C (3.479, 3.877, -1.559)
C (-6.131, -0.753, 3.478)
C (2.119, 3.803, -1.274)
C (-3.861, 0.889, 0.954)
C (3.694, -2.582, -2.839)
C (2.677, -1.256, -0.596)
C (-3.469, -0.840, 2.628)
C (-4.367, 0.093, 2.029)
C (3.477, 1.521, -2.058)
C (1.346, 0.163, -2.006)
C (-2.123, -0.944, 2.018)
C (-5.708, 0.075, 2.452)
C (-3.914, -1.660, 3.652)
C (4.368, -2.684, -1.603)
H (5.263, -3.288, -1.509)
H (4.025, -3.164, -3.692)
H (2.019, -1.670, -3.866)
H (-4.583, 1.449, 0.362)
H (4.006, 4.822, -1.485)
H (0.387, 2.525, -1.159)
H (-1.510, -0.060, 2.205)
H (-6.416, 0.745, 1.973)
H (1.588, 4.691, -0.950)
H (5.215, 2.767, -2.168)
H (-1.575, -1.827, 2.343)
H (-2.940, 1.435, 1.129)
H (4.013, 0.625, -2.349)
H (-5.561, -2.254, 4.915)
H (-7.169, -0.735, 3.798)
H (-3.223, -2.369, 4.099)
H (4.181, -2.220, 0.522)

Here are the Mulliken charges for atoms 1 to 2, given in e: atom 1 (Te): -0.224, atom 2 (Ni): 0.045

7.
The following is a quantum chemistry calculation of a structure of composition C20H18BF4OPTl, from OMol25.

## Properties
**LUMO energy**: 2.4 eV
**Total charge**: -1
**HOMO-LUMO gap**: 5.72 eV
**Multiplicity**: 1

Geometry (Å):
Tl (2.714, -1.124, -0.322)
P (-0.664, -0.964, -0.671)
F (2.844, 0.077, 4.185)
F (3.973, -1.858, 3.876)
F (1.719, -1.878, 4.028)
F (2.721, -1.002, 2.177)
O (6.312, -1.730, -0.933)
C (-0.477, -0.114, 0.949)
C (-5.223, -1.793, -0.876)
C (-3.407, -0.622, 0.180)
C (-2.511, -1.131, -0.755)
C (5.614, 0.457, -0.328)
C (-0.126, 2.555, -3.632)
C (0.161, 1.117, 1.062)
C (-1.295, 1.600, -1.756)
C (-4.749, -0.949, 0.115)
C (-1.108, 2.635, -2.658)
C (5.341, -1.048, -0.598)
C (-2.997, -1.988, -1.744)
C (0.356, 1.693, 2.303)
C (-0.660, -0.201, 3.352)
C (-0.492, 0.463, -1.824)
C (0.672, 1.421, -3.709)
C (-0.056, 1.040, 3.451)
C (-4.340, -2.308, -1.812)
C (0.488, 0.389, -2.807)
C (-0.868, -0.777, 2.112)
B (2.821, -1.171, 3.616)
H (-4.705, -2.976, -2.580)
H (1.110, -0.495, -2.869)
H (-1.317, -1.759, 2.039)
H (1.441, 1.349, -4.465)
H (0.515, 1.621, 0.172)
H (6.681, 0.693, -0.359)
H (0.863, 2.642, 2.374)
H (5.091, 1.036, -1.094)
H (-5.432, -0.550, 0.851)
H (-1.731, 3.516, -2.597)
H (-2.306, -2.396, -2.472)
H (-0.936, -0.739, 4.245)
H (0.018, 3.368, -4.328)
H (-3.051, 0.044, 0.953)
H (-6.274, -2.041, -0.922)
H (5.208, 0.733, 0.644)
H (-2.056, 1.679, -0.991)
H (0.120, 1.482, 4.417)

Here are the Mulliken charges for atoms 1 to 2, given in e: atom 1 (Tl): 0.767, atom 2 (P): -0.418

8.
The following is a quantum chemistry calculation of the molecule C20H18Br2N4OS2, from OMol25.

## Properties
**LUMO energy**: -0.1 eV
**HOMO-LUMO gap**: 7.04 eV
**Multiplicity**: 1

Geometry (Å):
Br (0.304, 0.959, 1.524)
Br (-0.960, 3.321, 4.104)
S (0.032, 0.395, -3.139)
S (3.308, 5.012, -2.593)
O (-4.851, -1.846, 1.407)
N (-4.344, -3.171, -0.537)
N (1.217, 3.150, -2.165)
N (0.608, -1.833, -1.140)
N (2.737, 3.485, 0.513)
C (-1.871, -2.537, -0.845)
C (-0.850, 0.641, 3.093)
C (-3.297, -2.346, -1.204)
C (2.241, 3.797, -2.470)
C (-2.727, -0.500, -2.840)
C (1.163, -0.528, -0.736)
C (2.233, 2.205, 0.073)
C (2.422, 1.024, 0.966)
C (4.346, -2.934, 1.878)
C (-4.688, -2.548, 0.491)
C (-0.821, -1.693, -1.463)
C (1.502, 2.067, -1.230)
C (2.103, -1.641, 1.511)
C (-1.832, 1.769, 3.307)
C (0.986, 0.713, -1.597)
C (-1.313, -0.664, -2.451)
C (-3.779, -1.357, -2.211)
C (1.876, -0.420, 0.560)
C (-3.112, 0.592, -3.916)
C (3.625, -1.744, 1.891)
H (-3.851, 0.084, -4.613)
H (3.998, -3.878, 2.371)
H (1.110, -2.183, -1.971)
H (1.464, -1.451, 2.439)
H (-0.187, 0.482, 3.941)
H (-3.542, 1.525, -3.458)
H (-2.215, 0.848, -4.549)
H (5.306, -2.936, 1.285)
H (-1.558, -3.313, -0.088)
H (-4.861, -1.249, -2.466)
H (4.161, -0.783, 2.150)
H (2.949, 1.099, 1.959)
H (1.689, -2.580, 1.039)
H (1.997, 4.193, 0.489)
H (3.106, 3.368, 1.462)
H (-2.604, 1.481, 4.023)
H (-1.380, -0.288, 2.870)
H (-2.305, 2.108, 2.388)

Here are the Mulliken charges for atoms 1 to 2, given in e: atom 1 (Br): 0.039, atom 2 (Br): -0.185

9.
The following is a quantum chemistry calculation of a structure of composition C20H18BrMnN2O6PS4, from OMol25.

## Properties
**Expectation value of S²**: 6.087
**LUMO energy (alpha / beta)**: 1.8 / 0.3 eV
**Total charge**: -1
**HOMO-LUMO gap (alpha / beta)**: 4.24 / 5.85 eV
**Multiplicity**: 5

Geometry (Å):
Br (1.502, -0.592, 2.233)
Mn (-0.302, -0.753, 0.374)
S (-2.471, 1.869, 0.491)
S (-3.303, 0.485, 1.800)
S (-0.471, 1.626, 0.644)
S (-1.872, -0.724, 2.347)
P (1.219, -0.245, -1.323)
O (-6.412, -0.714, -6.009)
O (-1.081, -1.510, -2.700)
O (-7.851, 0.164, -1.475)
O (-1.829, -0.959, -0.669)
O (-6.348, 0.057, 0.167)
O (-4.356, -1.167, -6.407)
N (-5.259, -0.859, -5.650)
N (-6.674, -0.054, -1.059)
C (-0.347, -3.625, -0.427)
C (1.961, -1.657, -2.193)
C (0.088, -4.964, -0.541)
C (-3.647, -1.034, -3.804)
C (1.889, -4.516, 0.982)
C (-5.990, -0.487, -3.347)
C (3.032, -4.940, 1.704)
C (3.710, -4.088, 2.527)
C (-3.386, -0.966, -2.430)
C (0.677, 0.867, -2.655)
C (1.427, -3.176, 1.101)
C (0.295, -2.701, 0.363)
C (2.168, -2.357, 1.983)
C (-4.957, -0.793, -4.204)
C (-4.388, -0.672, -1.530)
C (2.699, 0.642, -0.720)
C (3.266, -2.758, 2.680)
C (-1.990, -1.176, -1.944)
C (-5.700, -0.409, -1.970)
C (1.187, -5.403, 0.134)
H (4.581, -4.424, 3.074)
H (3.779, -2.076, 3.344)
H (2.404, 1.540, -0.176)
H (1.532, -6.426, 0.043)
H (0.574, 1.872, -2.249)
H (-2.868, -1.265, -4.511)
H (1.425, 0.868, -3.450)
H (2.720, -1.310, -2.898)
H (-0.463, -5.640, -1.185)
H (2.411, -2.342, -1.475)
H (-4.190, -0.627, -0.473)
H (-6.990, -0.294, -3.695)
H (3.318, 0.932, -1.572)
H (1.167, -2.176, -2.725)
H (-0.276, 0.527, -3.052)
H (3.360, -5.967, 1.590)
H (3.284, 0.005, -0.058)
H (-1.208, -3.334, -1.008)

Here are the Mulliken charges for atoms 1 to 2, given in e: atom 1 (Br): -0.020, atom 2 (Mn): -0.726

Number 1: molecular weight 316.36 Da, maximum force 1.166 eV/A. Number 2: molecular weight 619.72 Da, maximum force 2.559 eV/A. Number 3: molecular weight 516.33 Da, maximum force 1.028 eV/A. Number 4: molecular weight 723.26 Da, maximum force 0.983 eV/A. Number 5: molecular weight 530.83 Da, maximum force 0.534 eV/A. Number 6: molecular weight 505.72 Da, maximum force 0.931 eV/A. Number 7: molecular weight 596.52 Da, maximum force 1.247 eV/A. Number 8: molecular weight 554.33 Da, maximum force 7.614 eV/A. Number 9: molecular weight 676.46 Da, maximum force 0.896 eV/A.